P | DFT (ωB97M-V/def2-TZVPD) results for a single C3H2N2O2 molecule.

Its HOMO-LUMO gap is 9.0 eV. The value obtained for the LUMO energy is -1.206 eV. The value obtained for the highest occupied orbital energy is -10.220 eV. As for the total charge: 0.

Last column: Löwdin charge in e.
Positions of all 9 atoms, in Å:
N  0.10  0.70  2.36  0.131
C  -0.17  0.29  1.20  -0.638
O  -1.11  0.08  0.39  0.021
C  0.15  -0.47  -1.85  -0.241
O  0.06  0.36  -2.67  0.157
C  0.96  -0.14  0.23  0.167
N  1.30  -0.48  -0.87  0.185
H  -0.78  0.96  2.81  0.066
H  -0.52  -1.30  -1.60  0.152



Q | DFT (ωB97M-V/def2-TZVPD) results for a single C3H2N2O2 molecule.

Its HOMO-LUMO gap (alpha / beta) is 8.2 / 8.1 eV. The value obtained for the LUMO energy (alpha / beta) is -1.750 / -1.719 eV. The SMILES is N#C/C=[N+](/[O-])C=O. The value obtained for the highest occupied orbital energy (alpha / beta) is -9.973 / -9.788 eV. As for the total charge: 0.

Last column: Löwdin charge in e.
Positions of all 9 atoms, in Å:
N  -2.45  -1.15  0.00  0.185
C  -1.79  -0.22  0.19  -0.186
C  -0.71  0.68  0.38  -0.009
N  0.56  0.46  0.09  -0.211
O  1.42  1.38  0.32  -0.052
C  1.13  -0.73  -0.42  -0.202
O  0.41  -1.63  -0.60  0.178
H  -0.70  1.75  0.71  0.157
H  2.14  -0.55  -0.66  0.141



The data favor P; the next most stable structure lies 64.3 kJ/mol above it.



P | DFT (ωB97M-V/def2-TZVPD) results for a single C3H2N2O2 molecule.

Its HOMO-LUMO gap is 9.9 eV. The value obtained for the LUMO energy is -1.082 eV. The SMILES is [H]/N=C1/N=CC(=O)O1. The value obtained for the highest occupied orbital energy is -10.955 eV. As for the total charge: 0.

Last column: Löwdin charge in e.
Positions of all 9 atoms, in Å:
H  -2.30  -1.52  -0.04  0.081
N  -2.18  -0.52  -0.01  0.222
C  -0.98  -0.20  -0.01  -0.431
N  -0.49  1.15  -0.01  0.162
C  0.77  1.12  0.02  -0.003
C  1.28  -0.29  -0.03  -0.443
O  2.39  -0.72  -0.02  0.172
O  0.15  -1.03  0.05  0.112
H  1.35  2.02  0.06  0.127



Q | DFT (ωB97M-V/def2-TZVPD) results for a single C3H2N2O2 molecule.

Its HOMO-LUMO gap is 10.7 eV. The value obtained for the LUMO energy is -0.432 eV. The SMILES is O=Cc1ncno1. The value obtained for the highest occupied orbital energy is -11.120 eV. As for the total charge: 0.

Last column: Löwdin charge in e.
Positions of all 9 atoms, in Å:
O  1.51  -1.15  -2.06  0.114
C  0.99  -0.28  -1.42  -0.165
C  -0.08  -0.35  -0.38  -0.318
N  0.09  -0.78  0.83  0.172
C  -0.73  0.08  1.52  -0.180
N  -1.38  0.94  0.80  0.101
O  -0.96  0.65  -0.48  0.013
H  1.33  0.77  -1.41  0.142
H  -0.76  0.11  2.60  0.120



R | DFT (ωB97M-V/def2-TZVPD) results for a single C3H2N2O2 molecule.

Its HOMO-LUMO gap is 11.3 eV. The value obtained for the LUMO energy is -0.147 eV. The SMILES is [H]/N=C(/C#N)OC=O. The value obtained for the highest occupied orbital energy is -11.464 eV. As for the total charge: 0.

Last column: Löwdin charge in e.
Positions of all 9 atoms, in Å:
H  -0.45  2.70  0.77  0.085
N  0.12  2.27  0.05  0.194
C  0.08  1.02  -0.05  -0.374
C  0.80  0.22  -1.03  -0.079
N  0.96  -0.86  -1.42  0.209
O  -0.66  -0.02  0.60  0.007
C  -0.33  -1.42  0.37  -0.336
O  -1.17  -2.14  -0.04  0.140
H  0.65  -1.77  0.76  0.155



S | DFT (ωB97M-V/def2-TZVPD) results for a single C3H2N2O2 molecule.

Its HOMO-LUMO gap is 9.3 eV. The value obtained for the LUMO energy is -1.514 eV. The SMILES is N#C/C(C=O)=N/O. The value obtained for the highest occupied orbital energy is -10.840 eV. As for the total charge: 0.

Last column: Löwdin charge in e.
Positions of all 9 atoms, in Å:
N  -2.67  -1.33  -0.11  0.144
C  -1.57  -0.82  0.07  -0.124
C  -0.11  -0.26  -0.05  -0.284
C  -0.38  1.20  0.03  -0.104
O  -1.64  1.38  -0.17  0.018
N  0.88  -1.01  -0.06  0.110
O  2.10  -0.15  -0.16  -0.099
H  0.58  1.87  0.37  0.183
H  2.82  -0.87  0.09  0.157



The data favor P; the next most stable structure lies 168.7 kJ/mol above it.



P | DFT (ωB97M-V/def2-TZVPD) results for a single C6H10OS molecule.

Its HOMO-LUMO gap is 8.2 eV. The value obtained for the LUMO energy is -0.327 eV. The SMILES is CCO[C@@H]1CCC1=S. The value obtained for the highest occupied orbital energy is -8.512 eV. As for the total charge: 0.

Last column: Löwdin charge in e.
Positions of all 18 atoms, in Å:
C  -2.09  -1.34  0.73  -0.098
C  -1.07  -0.47  1.42  -0.346
O  0.19  -0.66  0.84  -0.111
C  0.28  -0.08  -0.48  -0.287
C  1.63  -0.17  -1.22  -0.126
C  1.99  1.26  -0.76  -0.217
C  0.57  1.55  -0.43  -0.691
S  -0.29  2.94  -0.28  0.695
H  -2.02  -1.02  -0.38  0.089
H  -2.01  -2.41  1.12  0.092
H  -3.04  -0.93  1.26  0.101
H  -0.95  -0.83  2.52  0.146
H  -1.53  0.55  1.53  0.115
H  -0.56  -0.36  -1.10  0.105
H  1.31  -0.33  -2.32  0.138
H  2.44  -0.97  -0.95  0.142
H  2.77  1.42  0.08  0.152
H  2.37  1.86  -1.58  0.101



Q | DFT (ωB97M-V/def2-TZVPD) results for a single C6H10OS molecule.

Its HOMO-LUMO gap is 8.6 eV. The value obtained for the LUMO energy is 0.124 eV. The SMILES is CC(=S)[C@H](C)[C@@H]1CO1. The value obtained for the highest occupied orbital energy is -8.491 eV. As for the total charge: 0.

Last column: Löwdin charge in e.
Positions of all 18 atoms, in Å:
C  -1.08  0.08  1.96  -0.132
C  0.09  -0.34  1.07  -0.822
S  1.46  -0.63  1.83  0.789
C  -0.21  -0.61  -0.36  -0.383
C  0.76  -1.49  -1.21  -0.068
C  -0.36  0.82  -0.89  -0.424
C  0.78  1.61  -0.82  -0.075
O  -0.48  1.91  -0.06  -0.023
H  -0.64  0.34  2.99  0.090
H  -1.79  0.92  1.64  0.105
H  -1.82  -0.62  2.06  0.036
H  -1.30  -1.00  -0.30  0.173
H  1.81  -1.08  -1.39  0.092
H  0.68  -2.50  -0.56  0.125
H  0.42  -1.74  -2.22  0.064
H  -1.03  0.70  -1.89  0.195
H  1.01  2.46  -1.55  0.139
H  1.70  1.16  -0.32  0.119



The data favor P; the next most stable structure lies 31.0 kJ/mol above it.



P | DFT (ωB97M-V/def2-TZVPD) results for a single C6H10OS molecule.

Its HOMO-LUMO gap is 9.6 eV. The value obtained for the LUMO energy is 0.797 eV. The SMILES is C[C@@H]1CO[C@H]2C[C@]12S. The value obtained for the highest occupied orbital energy is -8.760 eV. As for the total charge: 0.

Last column: Löwdin charge in e.
Positions of all 18 atoms, in Å:
C  -0.41  0.39  -1.77  -0.118
C  0.09  -0.41  -0.77  -0.479
C  -1.03  -1.19  0.20  -0.078
O  -0.86  -0.71  1.59  -0.112
C  -0.20  0.55  1.29  -0.270
C  0.90  1.48  1.14  -0.018
C  0.94  0.13  0.30  -0.647
S  2.07  -1.10  0.86  0.868
H  0.27  0.33  -2.76  0.128
H  -0.60  1.61  -1.60  0.139
H  -1.56  0.05  -1.96  0.120
H  0.70  -1.16  -1.19  0.090
H  -1.96  -0.83  -0.27  0.101
H  -1.07  -2.25  0.25  0.105
H  -0.99  1.06  0.78  0.122
H  0.54  2.37  0.73  0.081
H  1.83  1.67  1.79  0.129
H  1.35  -2.01  1.39  -0.162



Q | DFT (ωB97M-V/def2-TZVPD) results for a single C6H10OS molecule.

Its HOMO-LUMO gap is 8.4 eV. The value obtained for the LUMO energy is -0.285 eV. The value obtained for the highest occupied orbital energy is -8.709 eV. As for the total charge: 0.

Last column: Löwdin charge in e.
Positions of all 18 atoms, in Å:
C  0.84  -0.44  -1.18  -0.167
C  -0.36  -0.15  -0.71  -0.125
C  1.60  0.38  -2.26  -0.336
C  -0.44  0.46  2.44  -0.089
C  -1.25  -0.84  0.33  -0.209
C  -1.54  0.15  1.41  -0.274
O  3.64  0.60  -3.78  -0.575
S  3.08  -0.23  -2.74  0.900
H  1.52  -1.31  -1.00  0.095
H  -0.83  0.74  -0.99  0.091
H  1.29  1.19  -2.89  0.064
H  0.60  0.55  2.00  0.093
H  -0.72  1.34  2.89  0.034
H  -0.39  -0.35  3.16  0.073
H  -0.77  -1.68  0.72  0.078
H  -2.14  -1.29  -0.24  0.145
H  -1.75  1.05  0.83  0.104
H  -2.36  -0.17  2.03  0.098



R | DFT (ωB97M-V/def2-TZVPD) results for a single C6H10OS molecule.

Its HOMO-LUMO gap is 9.1 eV. The value obtained for the LUMO energy is 0.711 eV. The value obtained for the highest occupied orbital energy is -8.355 eV. As for the total charge: 0.

Last column: Löwdin charge in e.
Positions of all 18 atoms, in Å:
C  -1.67  -1.27  -0.01  -0.215
C  -1.09  -0.54  1.14  -0.192
C  -0.49  -0.91  -0.88  -0.137
C  0.30  1.46  0.08  -0.279
C  1.71  1.44  -0.31  -0.295
C  -0.06  0.03  0.27  -0.419
O  2.49  -1.27  -0.50  -0.561
S  2.08  -0.29  0.48  0.952
H  -1.99  -2.35  0.16  0.127
H  -2.62  -0.87  -0.51  0.129
H  -1.68  0.31  1.81  0.175
H  -0.61  -1.26  1.87  0.128
H  0.20  -1.67  -1.04  0.065
H  -0.75  -0.54  -1.89  0.127
H  0.21  2.00  1.03  0.112
H  -0.37  2.19  -0.51  0.147
H  2.02  1.35  -1.31  0.077
H  2.31  2.19  0.11  0.058



S | DFT (ωB97M-V/def2-TZVPD) results for a single C6H10OS molecule.

Its HOMO-LUMO gap is 9.0 eV. The value obtained for the LUMO energy is 0.486 eV. The SMILES is OSCCC1=CCC1. The value obtained for the highest occupied orbital energy is -8.513 eV. As for the total charge: 0.

Last column: Löwdin charge in e.
Positions of all 18 atoms, in Å:
O  2.10  -3.53  -0.52  -0.489
S  2.90  -2.10  -1.16  0.799
C  1.34  -1.02  -1.18  -0.430
C  0.98  -0.62  0.26  -0.234
C  -0.17  0.30  0.23  -0.270
C  -0.56  1.30  -0.58  -0.059
C  -1.77  1.72  0.24  -0.187
C  -1.32  0.57  1.19  -0.159
H  2.84  -4.08  -0.17  0.030
H  0.57  -1.70  -1.75  0.118
H  1.62  -0.18  -1.82  0.068
H  0.71  -1.53  0.89  0.136
H  1.81  -0.11  0.72  0.108
H  -0.42  1.73  -1.51  0.079
H  -2.81  1.87  -0.07  0.093
H  -1.51  2.81  0.70  0.139
H  -0.94  0.91  2.22  0.122
H  -2.11  -0.29  1.31  0.135



The data favor Q; the next most stable structure lies 57.2 kJ/mol above it.



P | DFT (ωB97M-V/def2-TZVPD) results for a molecular structure, C6H10OS.

Its HOMO-LUMO gap is 8.9 eV. The value obtained for the LUMO energy is 0.342 eV. The value obtained for the highest occupied orbital energy is -8.582 eV. As for the total charge: 0.

Last column: Löwdin charge in e.
Positions of all 18 atoms, in Å:
C  -1.59  0.56  1.78  -0.049
C  -0.87  0.81  0.38  -0.591
C  0.56  0.32  0.05  -0.194
C  1.50  -0.85  0.00  -0.205
C  1.60  -1.02  -1.55  -0.488
C  -0.82  -0.27  -0.70  -0.474
H  -2.71  1.10  1.64  0.128
H  -1.58  -0.61  1.92  0.085
H  -1.02  1.08  2.80  0.144
H  -1.58  1.92  -1.07  0.300
H  0.91  1.10  -0.58  0.109
H  2.30  -0.44  0.48  0.067
H  1.31  -1.70  0.72  0.138
H  2.29  -0.27  -1.84  0.061
H  1.96  -2.00  -1.95  0.086
H  -1.20  -1.15  0.02  0.122
O  -1.05  2.20  0.09  -0.123
S  -0.02  -0.79  -2.19  0.885



Q | DFT (ωB97M-V/def2-TZVPD) results for a single C6H10OS molecule.

Its HOMO-LUMO gap is 8.9 eV. The value obtained for the LUMO energy is 0.324 eV. The SMILES is C/C=C(/C=O)CSC. The value obtained for the highest occupied orbital energy is -8.622 eV. As for the total charge: 0.

Last column: Löwdin charge in e.
Positions of all 18 atoms, in Å:
C  -1.30  1.87  -0.30  -0.086
C  -1.60  0.52  -0.88  -0.059
C  -0.94  -0.65  -0.46  -0.289
C  -1.36  -1.90  -1.16  -0.228
O  -0.90  -2.99  -0.82  0.021
C  0.13  -0.72  0.59  -0.435
S  1.78  -0.56  -0.23  0.806
C  2.91  0.11  1.06  -0.405
H  -1.80  2.67  -0.86  0.076
H  -0.25  2.05  -0.29  0.065
H  -1.73  1.89  0.69  0.085
H  -2.32  0.46  -1.68  0.100
H  -2.10  -1.88  -1.96  0.116
H  -0.01  0.06  1.31  0.065
H  0.00  -1.68  1.10  0.085
H  3.84  0.44  0.57  0.038
H  2.47  0.98  1.57  0.032
H  3.16  -0.67  1.76  0.014



R | DFT (ωB97M-V/def2-TZVPD) results for a single C6H10OS molecule.

Its HOMO-LUMO gap is 8.8 eV. The value obtained for the LUMO energy is 0.387 eV. The SMILES is C=C[C@@]1(CO)C[C@@H]1S. The value obtained for the highest occupied orbital energy is -8.410 eV. As for the total charge: 0.

Last column: Löwdin charge in e.
Positions of all 18 atoms, in Å:
C  0.78  -2.07  0.81  0.050
C  0.89  -0.72  1.15  -0.114
C  0.30  0.28  0.26  -0.460
C  -0.97  0.89  0.63  -0.244
O  -2.03  -0.16  0.49  -0.196
C  1.24  1.15  -0.77  -0.083
C  0.44  0.04  -1.28  -0.586
S  -1.15  0.17  -2.35  0.572
H  1.36  -2.94  1.20  0.062
H  0.38  -2.25  -0.27  0.088
H  1.35  -0.24  1.95  0.084
H  -1.10  1.70  -0.03  0.077
H  -0.95  1.26  1.80  0.178
H  -3.03  0.31  0.48  0.203
H  2.42  0.89  -0.65  0.145
H  1.23  2.29  -0.98  0.127
H  0.93  -0.97  -1.46  0.089
H  -2.08  0.35  -0.99  0.006



The data favor Q; the next most stable structure lies 401.2 kJ/mol above it.